Entry from OMol25: a structure of composition C6H16N3S2 at a distorted geometry (ωB97M-V with the def2-TZVPD basis set).

Geometry as XYZ:
```
27
Properties=species:S:1:pos:R:3:mulliken_charge:R:1
S 1.328 0.299 -0.207 -0.271
S -0.257 -0.196 0.996 -0.265
C 2.645 0.213 1.036 -0.551
C -0.097 1.138 2.213 -0.547
C 2.469 1.252 2.141 -0.580
C 1.212 1.057 2.995 -0.574
H 2.680 -0.816 1.443 0.351
H 3.586 0.387 0.480 0.414
H -0.966 1.025 2.890 0.418
H -0.202 2.108 1.690 0.345
H 2.446 2.257 1.678 0.306
H 3.355 1.208 2.804 0.326
H 1.197 1.836 3.781 0.330
H 1.259 0.072 3.499 0.308
C -0.991 -1.157 -2.314 0.955
N -1.643 -1.606 -3.389 -0.393
N -1.649 -0.489 -1.373 -0.008
N 0.322 -1.382 -2.192 -0.272
C -3.079 -0.201 -1.427 -1.117
H -2.647 -1.436 -3.485 0.205
H -1.139 -2.121 -4.116 0.208
H -1.119 -0.159 -0.563 0.094
H 0.825 -1.039 -1.370 0.055
H 0.824 -1.897 -2.920 0.187
H -3.353 0.363 -0.520 0.287
H -3.675 -1.128 -1.459 0.394
H -3.332 0.410 -2.310 0.395
```

Summary:
Net charge   +1
Calculated total energy   -1198.65387 Ha
Largest force on an atom   2.26 eV/Å
HOMO-LUMO gap   9.801 eV
HOMO level   -12.38 eV

Entry from OMol25: a cluster of 2 separate species, C6H16N4 in total at a distorted geometry (ωB97M-V with the def2-TZVPD basis set).

Geometry as XYZ:
```
26
Properties=species:S:1:pos:R:3:mulliken_charge:R:1
C 1.154 -1.379 1.569 -1.181
N 0.875 -0.257 0.719 0.254
N 1.974 0.562 0.379 -0.774
C -0.959 0.835 0.973 0.016
C -1.983 0.274 1.652 -0.992
H 2.479 0.149 -0.415 0.178
H 2.631 0.636 1.155 0.253
H -0.409 1.687 1.344 0.314
H 1.868 -1.136 2.372 0.357
H 1.566 -2.246 1.020 0.279
H 0.221 -1.698 2.053 0.321
H -2.572 -0.532 1.233 0.310
H -2.113 0.498 2.701 0.283
C -0.596 2.056 -1.143 -1.187
N -0.969 0.757 -0.524 0.177
C -0.085 -0.521 -1.031 0.586
N -0.862 -1.673 -0.799 -0.569
C 0.655 -0.398 -2.158 -1.266
H -1.903 0.469 -0.821 0.434
H -0.850 -1.970 0.167 0.241
H -0.595 -2.441 -1.399 0.249
H -0.730 1.995 -2.221 0.393
H 0.444 2.252 -0.889 0.418
H -1.237 2.830 -0.724 0.397
H 1.092 0.532 -2.483 0.331
H 0.903 -1.281 -2.730 0.182
```

Summary:
Net charge   0
Calculated total energy   -457.02485 Ha
Largest force on an atom   1.55 eV/Å
HOMO-LUMO gap (alpha / beta)   7.414 / 7.414 eV
HOMO level (alpha / beta)   -6.44 / -6.44 eV

Entry from OMol25: a cluster of 2 separate species, C6H16NO in total at a distorted geometry (ωB97M-V with the def2-TZVPD basis set).

Geometry as XYZ:
```
24
Properties=species:S:1:pos:R:3:lowdin_spin:R:1
C -2.797 0.409 -1.837 0.011
C -1.506 0.280 -1.049 0.018
C -1.796 -0.535 1.314 0.577
N -1.554 -0.727 0.002 0.266
H -3.072 -0.537 -2.315 0.001
H -3.639 0.659 -1.190 0.002
H -2.662 1.071 -2.702 0.001
H -0.650 -0.009 -1.661 0.004
H -1.251 1.215 -0.543 0.003
H -1.797 -1.361 2.008 0.050
H -2.038 0.438 1.706 0.045
H -1.224 -1.644 -0.235 0.003
C 1.707 0.846 0.514 0.002
O 0.727 1.079 1.542 0.015
C 1.914 -0.649 0.339 0.002
C 3.004 -0.888 -0.704 0.000
H 1.427 1.325 -0.432 0.000
H 2.657 1.270 0.843 0.000
H 0.853 1.999 1.796 0.001
H 2.243 -1.013 1.312 0.001
H 1.019 -1.196 0.057 0.000
H 3.878 -0.333 -0.368 0.000
H 3.232 -1.951 -0.823 0.000
H 2.736 -0.547 -1.706 0.000
```

Summary:
Net charge   0
Spin multiplicity   2
Calculated total energy   -368.10751 Ha
⟨S²⟩   0.7533
Largest force on an atom   1.74 eV/Å
HOMO-LUMO gap (alpha / beta)   6.203 / 10.722 eV
HOMO level (alpha / beta)   -5.24 / -9.80 eV

Entry from OMol25: a cluster of 2 separate species, C6H16NO in total at a distorted geometry (ωB97M-V with the def2-TZVPD basis set).

Geometry as XYZ:
```
24
Properties=species:S:1:pos:R:3:mulliken_charge:R:1
C 0.788 -0.996 -2.231 -1.401
C 0.956 0.024 -1.129 0.218
C 0.250 -0.393 0.168 -0.363
C -1.233 -0.221 0.036 -0.587
C -2.057 0.220 0.983 -0.095
C -3.533 0.262 0.739 -1.229
N 2.429 0.236 -0.671 -0.240
H 0.106 -0.613 -2.994 0.331
H 1.732 -1.310 -2.690 0.446
H 0.367 -1.956 -1.945 0.364
H 0.512 0.993 -1.357 0.437
H 0.655 0.245 0.958 0.172
H 0.458 -1.384 0.585 0.385
H -1.652 -0.379 -0.957 0.298
H -1.762 0.403 2.010 0.339
H -3.739 1.144 0.122 0.286
H -4.124 0.426 1.644 0.363
H -3.871 -0.663 0.286 0.337
H 2.889 -0.662 -0.832 0.403
H 2.475 0.483 0.325 0.221
H 2.891 0.910 -1.285 0.365
H 1.697 1.855 2.704 0.310
H 1.840 0.398 3.156 0.318
O 1.926 0.981 2.377 -0.678
```

Summary:
Net charge   +1
Calculated total energy   -367.93592 Ha
Largest force on an atom   2.21 eV/Å
HOMO-LUMO gap   9.288 eV
HOMO level   -12.44 eV

Entry from OMol25: a cluster of 3 separate species, C6H16NO in total at a distorted geometry (ωB97M-V with the def2-TZVPD basis set).

Geometry as XYZ:
```
24
Properties=species:S:1:pos:R:3:mulliken_charge:R:1
C -0.765 1.870 -1.487 -1.450
C -0.937 0.600 -0.638 0.570
C 0.101 -0.494 -0.917 -0.314
C 1.473 -0.151 -0.447 -0.190
C 1.977 -0.675 0.697 -0.148
C 3.426 -0.463 1.140 -1.186
N -2.204 0.047 -0.901 -0.197
H 0.172 2.405 -1.356 0.380
H -1.595 2.555 -1.276 0.438
H -0.844 1.564 -2.534 0.381
H -0.839 0.882 0.469 -0.418
H -0.271 -1.394 -0.428 0.379
H 0.176 -0.691 -1.991 0.340
H 1.885 0.802 -0.780 0.281
H 1.358 -1.350 1.285 0.365
H 3.512 -0.680 2.205 0.343
H 4.124 -1.115 0.603 0.320
H 3.728 0.570 0.964 0.334
H -2.937 0.730 -1.061 0.318
H -0.899 -0.089 1.726 0.219
H -2.384 -0.584 -0.154 0.296
H -2.958 -2.115 1.976 0.372
H -2.213 -0.863 1.521 0.167
O -3.087 -1.361 1.383 -0.603
```

Summary:
Net charge   +1
Calculated total energy   -367.70924 Ha
Largest force on an atom   4.83 eV/Å
HOMO-LUMO gap   4.992 eV
HOMO level   -13.54 eV